[1]
Here is C27H35IrN2OP2Sb as an isolated structure at a distorted geometry from the OMol25 dataset. Energies are from ωB97M-V with the def2-TZVPD basis set.

XYZ file:
```
69
Properties=species:S:1:pos:R:3:forces:R:3:mulliken_spin:R:1
Ir -0.377 0.146 -0.819 0.7 -2.1 -1.9 1.22
P -2.344 -0.758 -0.518 -2.7 -2.3 -0.2 0.02
P -0.928 2.305 -0.957 -1.4 0.4 0.0 -0.02
N 0.088 -1.645 -1.725 4.0 5.1 1.5 0.51
N 1.143 0.652 -2.077 0.8 1.1 0.6 0.46
H 1.608 -2.514 -2.888 0.1 0.0 0.1 0.01
H 3.044 -0.251 -2.255 -0.2 0.2 -0.1 0.04
H 2.106 -2.096 -1.216 -0.2 0.0 -0.3 0.00
C 1.519 -1.771 -2.093 -1.2 0.0 0.3 -0.02
H 2.021 -0.383 -3.690 -0.1 0.1 0.5 0.04
C 2.006 -0.405 -2.580 0.4 -0.2 -1.0 -0.04
H -0.615 -3.419 -2.567 -0.1 0.4 0.6 -0.01
H 2.085 2.171 -3.139 -0.6 0.1 0.3 0.01
C -0.851 -2.525 -1.961 -3.3 -5.0 -0.6 0.80
C 1.256 1.930 -2.447 1.2 -0.7 -0.9 0.02
C -2.290 -2.196 -1.733 -0.3 -0.1 -0.8 0.01
C 0.358 2.875 -2.004 0.5 1.0 -0.6 0.43
H -3.005 -3.039 -1.461 1.2 0.9 0.1 0.03
H 0.433 3.917 -2.304 0.1 -0.2 -0.1 -0.01
H -2.168 2.558 -1.589 0.2 0.4 0.2 0.04
H -0.929 3.096 0.210 -0.1 0.0 -0.1 0.06
H -3.526 0.007 -0.759 0.4 -0.4 0.1 0.01
H -2.713 -1.606 0.569 0.2 0.9 0.1 0.00
H -0.776 0.280 -4.061 -1.1 0.4 0.1 0.00
C -1.818 0.369 -4.522 1.3 -0.9 -0.5 -0.01
C -2.062 1.800 -4.974 -0.3 1.1 -0.4 0.13
C -1.761 -0.707 -5.701 -0.8 0.6 0.9 0.01
O -2.862 0.441 -3.610 0.7 -1.7 0.0 0.85
H -1.437 2.125 -5.815 0.0 -0.2 0.2 0.03
H -3.128 1.906 -5.254 0.6 0.1 -0.1 0.01
H -1.899 2.423 -4.084 0.1 0.3 -0.5 -0.01
H -1.212 -1.625 -5.370 -0.5 0.8 -0.3 0.01
H -2.800 -0.962 -5.984 0.6 0.0 -0.1 0.00
H -1.229 -0.241 -6.564 -0.4 -0.4 0.7 0.00
H -2.611 -1.944 -2.743 -0.8 0.8 0.0 0.05
C -0.309 4.158 4.340 0.2 -0.5 -0.2 0.01
C 0.984 3.655 4.142 -0.3 -0.1 -0.2 0.00
C 1.188 2.534 3.322 0.0 0.0 0.1 0.01
C 0.093 1.907 2.721 0.0 -0.4 -0.3 0.06
C -1.197 2.422 2.889 0.0 0.2 0.1 -0.02
C -1.398 3.540 3.711 0.2 -0.1 -0.2 0.00
Sb 0.412 0.065 1.567 0.9 -0.2 2.7 0.19
C 2.495 -0.342 1.792 0.6 -0.2 0.2 0.06
C 3.403 -0.097 0.745 0.2 0.0 -0.1 -0.02
C 4.772 -0.394 0.879 -0.3 -0.1 0.5 0.00
C 5.252 -0.917 2.101 -0.6 0.2 -0.3 0.00
C 4.356 -1.146 3.163 0.0 0.2 -0.5 0.01
C 2.984 -0.869 2.997 0.3 -0.1 0.1 0.01
C -0.710 -1.470 2.581 0.0 0.1 0.4 0.01
C -0.573 -2.798 2.161 -0.1 -0.3 -0.2 0.01
C -1.394 -3.804 2.688 -0.3 0.3 0.3 -0.02
C -2.379 -3.473 3.642 0.4 0.3 -0.3 0.01
C -2.498 -2.147 4.086 0.2 -0.1 -0.1 0.00
C -1.649 -1.151 3.575 -0.1 -0.1 -0.2 0.00
H -0.468 5.021 4.984 0.0 -0.2 -0.2 0.00
H 1.839 4.135 4.618 -0.2 -0.1 -0.1 0.00
H 2.200 2.149 3.168 -0.3 0.1 0.1 0.00
H -2.053 1.962 2.387 0.2 0.1 0.2 0.00
H -2.405 3.932 3.846 0.3 -0.1 0.0 0.00
H 3.047 0.345 -0.193 0.1 -0.2 0.4 0.00
H 5.462 -0.220 0.035 -0.4 -0.1 0.6 0.00
H 6.319 -1.139 2.211 -0.5 0.1 0.0 0.00
H 4.736 -1.542 4.116 -0.3 0.2 -0.5 0.00
H 2.305 -1.059 3.833 0.2 0.0 -0.2 0.00
H 0.170 -3.068 1.404 -0.2 0.1 0.2 0.02
H -1.287 -4.843 2.353 0.0 0.5 0.1 0.00
H -3.042 -4.249 4.036 0.3 0.3 -0.1 0.00
H -3.251 -1.883 4.838 0.4 -0.1 -0.3 0.00
H -1.730 -0.127 3.948 0.0 -0.3 -0.1 0.00
```
Positions in Å, forces in eV/Å.

Calculated values
HOMO energy (spin up / spin down) = -0.410 / -0.531 hartree
E = -2261.0358 Ha
Total charge = +2
E_LUMO (spin up / spin down) = -5.324 / -9.361 eV
Orbital gap (spin up / spin down) = 5.8453 / 5.0995 eV
Spin multiplicity = 6

[2]
Here is a 2-piece molecular cluster, CN3O3 overall at a distorted geometry from the OMol25 dataset. Energies are from ωB97M-V with the def2-TZVPD basis set.

XYZ file:
```
7
Properties=species:S:1:pos:R:3:forces:R:3:mulliken_charge:R:1
C -0.479 -1.360 -0.571 -0.2 -0.7 -1.7 0.54
N -0.900 -1.587 -1.629 -0.8 -0.3 -1.1 -0.62
N -0.045 1.452 0.186 -3.5 0.9 -1.4 0.11
N 0.700 0.694 0.677 3.5 -0.4 1.4 0.75
O 0.086 -1.205 0.486 0.7 0.6 2.6 -0.67
O 1.840 0.708 1.113 -0.4 -0.6 0.0 -0.59
O -1.202 1.299 -0.262 0.6 0.5 0.2 -0.52
```
Positions in Å, forces in eV/Å.

Calculated values
HOMO energy = -0.165 hartree
E = -427.9605 Ha
Total charge = -1
Energy relative to the best compared isomer or geometry (same formula, charge and spin) = 0.630 eV
E_LUMO = 3.089 eV
Orbital gap = 7.5870 eV
Spin multiplicity = 1

[3]
Here is a 2-piece molecular cluster, C14H10Cl3N2O3 overall at a distorted geometry from the OMol25 dataset. Energies are from ωB97M-V with the def2-TZVPD basis set.

XYZ file:
```
32
Properties=species:S:1:pos:R:3:forces:R:3:mulliken_charge:R:1
C -3.980 -3.431 -0.179 -0.3 0.0 -0.1 -1.20
C -2.807 -4.340 -0.429 -0.1 0.1 0.2 -0.21
O -1.636 -3.666 0.011 1.5 -1.0 0.0 -0.23
C -0.492 -4.359 -0.291 -1.8 -0.7 -1.1 0.28
C 0.692 -3.544 0.199 -0.9 -0.9 0.7 0.57
C 1.885 -4.259 -0.168 2.2 -0.6 0.0 -0.04
N 2.871 -4.826 -0.378 -1.2 0.6 0.2 -0.42
O -0.466 -5.349 -1.009 0.2 1.6 1.7 -0.56
H -4.876 -4.007 -0.401 -0.2 0.1 0.0 0.38
H -4.026 -3.099 0.863 0.1 -0.1 -0.2 0.31
H -3.984 -2.549 -0.831 0.2 -0.2 0.1 0.31
H -2.819 -5.233 0.199 -0.6 -0.3 -0.4 0.28
H -2.690 -4.585 -1.490 -0.1 -0.2 0.2 0.33
H 0.659 -3.320 1.289 0.0 -0.3 -0.7 0.27
Cl 0.424 -2.088 -0.681 0.9 2.0 -0.8 -0.08
C 2.441 1.440 -0.116 -3.3 0.4 -1.6 -0.27
Cl 3.511 0.332 -0.814 0.6 -1.3 -0.2 -0.22
C 1.264 1.876 -0.971 1.3 0.3 1.6 0.38
O 0.763 1.197 -1.848 0.1 0.1 -0.7 -0.71
C 0.801 3.248 -0.539 0.8 -0.7 0.6 0.12
C 1.031 3.682 0.807 1.0 -0.3 0.1 0.51
C 0.890 5.070 1.078 -0.1 -0.1 -0.4 -0.59
C 0.511 5.916 0.048 -0.2 -0.6 -0.3 -0.48
C 0.232 5.353 -1.225 0.0 -0.2 0.5 -0.30
N 0.368 4.058 -1.484 -0.3 0.9 -0.7 -0.56
C 1.602 2.723 1.699 -0.9 -0.4 -0.7 0.45
Cl 1.726 3.113 3.367 -0.1 0.1 1.0 -0.33
C 2.153 1.522 1.228 0.7 1.5 0.4 -0.42
H 1.176 5.445 2.062 -0.2 -0.1 -0.2 0.32
H 0.411 6.990 0.179 0.1 -0.1 0.1 0.35
H -0.089 5.966 -2.066 0.0 0.0 0.2 0.37
H 2.453 0.722 1.893 0.5 0.3 0.3 0.40
```
Positions in Å, forces in eV/Å.

Calculated values
HOMO energy = -0.108 hartree
E = -2255.3045 Ha
Total charge = -1
Energy relative to the best compared isomer or geometry (same formula, charge and spin) = 0.286 eV
E_LUMO = 2.456 eV
Orbital gap = 5.3976 eV
Spin multiplicity = 1